No. 1
Computed, not measured: a gas-phase ion, C9H16N3 (charge +1) in a non-equilibrium geometry, with ωB97M-V/def2-TZVPD.

XYZ file:
```
28
Properties=species:S:1:pos:R:3:forces:R:3
N 2.147063 0.538039 -1.083252 -0.5 0.1 0.4
N 0.484147 1.905236 -0.094708 0.1 0.3 0.3
N 0.349347 -0.868802 1.553345 1.5 0.6 0.1
C -0.891153 2.063605 -0.547679 -0.3 0.2 -0.2
C 1.579665 -0.440212 1.575214 -0.9 -0.7 0.3
C -0.120156 -1.404791 0.310874 -0.1 -0.3 -1.1
C -1.412417 0.622650 -0.621666 0.1 0.2 0.0
C -0.159271 -0.271228 -0.779485 0.0 -0.2 0.0
C -0.097626 -0.935609 -2.155743 0.0 0.0 0.2
C -0.589833 -0.462982 2.567975 -0.7 0.4 0.8
C 3.299847 0.187613 -1.110382 1.0 -0.6 0.8
C 0.981779 0.699769 -0.554353 -0.5 0.0 -0.5
H 1.911754 0.159856 2.405065 0.0 0.2 0.2
H -0.104340 -0.449665 3.541606 0.0 -0.1 -0.1
H 1.081037 2.717404 -0.153822 0.1 -0.1 0.0
H -0.972769 0.540012 2.368235 0.0 -0.1 -0.1
H -0.205710 -0.193786 -2.943051 0.0 0.1 -0.1
H -1.422055 -1.162366 2.604242 0.1 0.0 0.0
H 2.333140 -0.869030 0.933935 0.2 0.1 -0.6
H 0.849018 -1.451726 -2.301914 0.1 -0.1 0.0
H -1.961342 0.370531 0.282007 -0.1 0.0 0.1
H -0.902719 -1.659794 -2.257632 -0.1 -0.1 0.0
H -2.088414 0.496904 -1.463781 -0.1 -0.1 0.0
H 3.968679 0.182820 -1.944698 0.1 0.1 -0.7
H -1.110683 -1.846384 0.419391 0.1 0.0 0.1
H -0.933336 2.543759 -1.533571 0.0 0.0 0.1
H 0.572665 -2.177373 -0.031687 0.0 0.0 0.1
H -1.446834 2.680600 0.159037 0.0 0.0 -0.1
```
Positions in Å, forces in eV/Å.

Charge: +1
Energy relative to the best compared isomer or geometry (same formula, charge and spin): 4.6723 eV
Frontier orbital gap (spin up / spin down): 6.535 / 6.528 eV
Lowest unoccupied orbital energy (spin up / spin down): -4.36 / -4.36 eV

No. 2
Computed, not measured: 3 unconnected molecules or ions with the total composition C22H42N6O4P2S in a non-equilibrium geometry, with ωB97M-V/def2-TZVPD.

XYZ file:
```
77
Properties=species:S:1:pos:R:3:forces:R:3
S 3.757541 5.788210 -3.715769 0.3 -0.3 0.0
P 4.438929 -2.189329 -0.054085 3.5 0.0 5.1
P -5.444679 -0.629885 0.547806 4.2 0.3 -4.5
O 5.156628 -3.132534 -0.959718 -2.4 1.0 -2.4
O -0.520562 6.900866 -0.258111 -0.1 0.0 -0.4
O -0.499848 2.247268 0.252864 0.1 0.0 -0.4
O -6.408559 0.453090 0.193757 -1.5 -0.8 3.1
N -4.964239 -1.939642 1.498676 -2.9 -0.2 1.5
N 5.658178 -0.999270 0.161138 0.1 -0.2 0.2
N 4.191761 -3.287990 1.254702 0.4 -0.5 0.0
N -5.583239 -1.530761 -0.920409 -0.3 0.3 -0.5
N 3.128621 -1.192640 0.316423 -1.9 -1.1 -2.6
N -4.015892 0.296348 0.745951 0.0 0.0 -0.3
C -1.961340 5.132117 -0.981240 0.5 0.0 -0.1
C 0.491470 5.121200 -1.484335 -0.2 0.1 0.1
C -0.655168 5.858432 -0.852865 0.0 0.0 0.0
C -0.629211 3.137370 -0.558393 0.1 0.2 0.3
C -1.937640 3.810179 -0.837360 -0.4 0.1 -0.2
C 2.989518 -0.265799 1.422658 0.7 0.9 0.1
C -4.055879 1.209083 1.878978 -0.3 0.0 0.1
C 5.978273 -0.262215 -1.050173 -0.2 -0.1 -0.3
C 4.347142 -3.014488 2.682399 -0.5 0.3 0.1
C 6.161857 -0.343425 1.346458 -0.1 0.2 0.1
C 2.499259 4.977744 -2.750621 0.0 0.7 -0.3
C 4.494648 -4.697796 0.987944 0.1 -0.1 -0.2
C 1.857302 -1.867292 -0.005733 -0.1 -0.1 0.0
C -6.665984 -1.136973 -1.827116 -0.1 0.2 0.0
C 2.539710 3.609523 -2.547135 0.1 -0.5 -0.1
C 0.515288 3.738354 -1.312072 -0.3 -0.1 0.2
C -6.097220 -2.852328 1.736040 -0.1 -0.1 -0.1
C -2.667215 0.107283 0.255248 0.0 -0.5 0.0
C 1.541934 2.970949 -1.821697 0.0 0.3 0.3
C -3.690509 -2.633299 1.489367 0.8 0.6 0.3
C 1.480754 5.758784 -2.201926 0.0 -0.4 0.2
C -4.501823 -2.147032 -1.686574 0.1 -0.5 0.3
H 1.453789 6.829135 -2.350067 0.0 0.0 0.1
H -4.803543 -2.286500 -2.723544 -0.2 0.1 0.0
H 1.039560 -1.148553 -0.076567 0.1 0.1 0.0
H -3.596586 -1.542135 -1.724998 0.0 -0.1 0.0
H -2.851507 5.698912 -1.217786 -0.1 0.0 0.3
H -3.291724 -2.853965 0.499593 -0.1 0.1 -0.1
H -1.976580 -0.216043 1.048011 0.0 0.0 0.0
H 3.434829 -2.602031 3.122431 0.1 0.2 0.0
H 3.952895 -5.330759 1.694598 0.0 0.2 0.1
H -2.851692 3.237595 -0.946917 0.1 -0.2 0.3
H 3.320796 -0.638952 2.391482 0.1 -0.1 -0.1
H -6.317155 -3.469302 0.857157 0.0 0.0 0.0
H -3.949401 0.674228 2.834813 0.1 0.1 0.0
H 4.523244 -3.939868 3.228495 0.0 -0.1 -0.2
H 5.197597 -2.374160 2.912560 -0.1 0.0 0.1
H 1.536480 1.904431 -1.641605 0.1 0.0 -0.1
H 2.945430 6.539781 -4.469917 -0.1 0.0 0.1
H 5.565128 -4.914124 1.078459 0.0 -0.1 -0.1
H -6.914545 -1.970616 -2.487971 0.2 -0.1 0.0
H -2.932176 -2.086786 2.052909 0.0 0.1 -0.1
H 6.914444 0.284711 -0.932081 0.0 0.0 0.1
H -5.900954 -3.508605 2.584287 0.1 0.1 0.0
H -3.799717 -3.583551 2.010308 -0.2 0.0 0.0
H -7.572951 -0.896662 -1.283587 0.1 0.1 0.1
H 3.327772 3.006004 -2.977535 0.1 0.1 -0.1
H -2.599207 -0.613966 -0.554095 -0.1 -0.1 0.1
H -4.996844 1.761100 1.897990 0.0 -0.1 0.0
H 4.167270 -4.994991 -0.002203 0.1 0.1 -0.1
H 7.256833 -0.312961 1.323438 0.0 -0.1 -0.1
H -6.393481 -0.273711 -2.445329 -0.1 0.0 0.0
H 6.106726 -0.941906 -1.893649 -0.1 0.0 0.0
H 1.926516 -2.361489 -0.977667 0.1 0.0 0.0
H 1.595471 -2.625482 0.741413 0.0 0.0 0.0
H -6.996293 -2.283204 1.982132 0.0 0.0 -0.1
H -2.273842 1.042611 -0.127080 -0.1 0.1 0.0
H 5.188187 0.461659 -1.305796 0.1 0.1 0.0
H 5.883534 -0.847140 2.265651 -0.1 0.0 -0.1
H 3.504259 0.675643 1.221422 0.2 -0.1 0.0
H -4.267454 -3.153533 -1.328477 0.2 0.1 0.1
H 1.944257 0.018467 1.541765 -0.1 -0.2 -0.2
H 5.822196 0.699865 1.423743 0.0 0.0 0.0
H -3.251370 1.942752 1.809136 0.1 -0.1 -0.1
```
Positions in Å, forces in eV/Å.

Charge: 0
SMILES string: O=C1C=CC(=O)c2cc(S)ccc21.CN(C)P(=O)(N(C)C)N(C)C.CN(C)P(=O)(N(C)C)N(C)C
Frontier orbital gap: 7.302 eV
Lowest unoccupied orbital energy: -0.98 eV

| no. | energy (Eh) |
| --- | --- |
| 1 | -516.45409 |
| 2 | -2573.76837 |